Density functional theory data (ωB97M-V/def2-TZVPD) for a 13-piece molecular cluster, C31H50B3F3N12O5 overall.

Values from the calculation:
Energy ... -2618.2825 Eh
Multiplicity ... 1

Last column: Mulliken charge in e.
Atoms and positions in Å:
C: -4.187 0.932 1.773  -0.698
C: -3.400 1.663 0.528  -0.008
C: -2.040 2.487 0.977  -0.372
O: -1.391 1.723 2.055  -0.240
C: -0.430 2.580 2.813  -0.384
B: 1.043 1.826 2.665  0.339
O: 2.169 2.681 2.149  -0.235
B: 2.656 1.884 0.968  0.828
O: 3.300 0.572 1.328  -0.262
B: 2.155 -0.209 1.909  -0.054
C: 1.921 -1.716 1.255  -0.682
C: 1.630 -1.565 -0.351  0.702
O: 2.144 -2.763 -1.083  -0.544
C: 0.056 -1.364 -0.759  0.620
F: -0.523 -2.729 -0.987  -0.105
F: 0.054 -0.607 -2.065  -0.292
F: -0.747 -0.565 0.194  -0.252
O: 1.271 0.373 2.973  -0.347
H: -3.510 0.235 2.438  0.153
H: -4.660 1.786 2.437  0.224
H: -5.012 0.218 1.289  0.250
H: -4.131 2.407 -0.050  0.011
H: -3.053 0.848 -0.256  0.090
H: -1.347 2.575 0.010  0.115
H: -2.303 3.555 1.419  0.403
H: -0.821 2.618 3.936  -0.066
H: -0.328 3.649 2.339  0.355
H: 2.529 2.251 -0.158  -0.159
H: 2.976 -2.266 1.350  0.272
H: 1.157 -2.381 1.842  0.099
H: 2.283 -0.661 -0.738  -0.123
H: 1.869 -2.639 -2.056  0.275
C: 4.652 -0.807 -3.121  -0.632
C: 4.250 0.604 -2.724  0.447
N: 3.916 1.775 -2.396  -0.495
H: 3.801 -1.484 -3.006  0.100
H: 4.981 -0.822 -4.164  0.362
H: 5.471 -1.154 -2.484  0.278
C: -1.151 -2.358 -4.835  -0.146
C: -0.479 -2.239 -6.193  0.196
N: 0.078 -2.140 -7.320  -0.418
H: -2.056 -1.745 -4.812  0.309
H: -1.422 -3.400 -4.643  0.131
H: -0.469 -2.017 -4.051  -0.104
C: 7.345 3.707 -3.727  -0.337
C: 7.750 2.263 -3.482  0.307
N: 8.085 1.064 -3.279  -0.502
H: 6.415 3.741 -4.302  0.255
H: 7.192 4.219 -2.773  -0.134
H: 8.129 4.224 -4.287  0.346
C: -1.149 0.572 6.897  -0.447
C: -2.363 0.770 6.004  0.457
N: -3.370 0.935 5.263  -0.508
H: -0.432 1.382 6.737  0.102
H: -1.455 0.569 7.946  0.337
H: -0.667 -0.382 6.664  0.250
C: -7.945 2.782 0.573  -0.765
C: -6.781 3.293 -0.261  0.467
N: -5.816 3.718 -0.953  -0.548
H: -8.868 3.285 0.273  0.325
H: -8.063 1.705 0.427  0.262
H: -7.759 2.979 1.632  0.259
C: -2.312 -5.361 -1.908  0.075
C: -3.526 -5.162 -2.801  0.158
N: -4.533 -4.997 -3.542  -0.489
H: -1.595 -4.551 -2.068  -0.127
H: -2.617 -5.364 -0.858  0.003
H: -1.829 -6.314 -2.141  0.371
C: -2.358 -4.798 2.071  -0.272
C: -3.488 -3.785 2.172  0.270
N: -4.424 -2.945 2.256  -0.471
H: -1.547 -4.392 1.462  -0.223
H: -1.974 -5.028 3.069  0.397
H: -2.724 -5.719 1.609  0.294
C: -7.201 -7.101 -3.855  -0.573
C: -8.335 -8.107 -3.746  0.205
N: -9.276 -8.942 -3.654  -0.406
H: -6.503 -7.234 -3.024  0.203
H: -6.664 -7.245 -4.797  0.277
H: -7.600 -6.084 -3.825  0.280
C: 1.569 -5.466 0.449  -0.146
C: 0.435 -6.472 0.559  0.272
N: -0.506 -7.306 0.650  -0.504
H: 2.267 -5.599 1.280  0.377
H: 2.105 -5.610 -0.493  0.283
H: 1.169 -4.449 0.479  -0.310
C: 6.062 6.275 -0.041  -0.653
C: 6.734 6.393 -1.399  0.491
N: 7.291 6.492 -2.526  -0.534
H: 5.157 6.888 -0.017  0.245
H: 5.791 5.233 0.151  0.164
H: 6.744 6.616 0.743  0.347
C: 2.810 5.322 -2.294  -0.601
C: 2.680 5.525 -0.793  0.434
N: 2.572 5.693 0.452  -0.537
H: 3.764 4.840 -2.523  0.088
H: 1.995 4.689 -2.656  0.298
H: 2.766 6.287 -2.806  0.353
C: 2.721 4.575 5.732  -0.833
C: 1.587 3.569 5.841  0.547
N: 0.646 2.734 5.932  -0.658
H: 3.419 4.442 6.563  0.324
H: 3.257 4.431 4.790  0.219
H: 2.321 5.592 5.762  0.295

Forces on the atoms, in the same order (eV/Å):
C -0.1 0.1 -0.6
C 0.4 -0.1 -0.3
C -1.1 -0.2 -0.2
O 0.6 2.1 -0.8
C 0.0 -0.5 0.6
B 0.8 0.3 0.8
O -1.6 -4.2 -2.3
B 1.1 -0.3 3.7
O -4.7 1.0 0.0
B 0.3 1.0 1.0
C 0.6 -0.7 0.0
C 0.8 0.0 0.0
O -1.5 1.9 -0.9
C -0.5 0.8 -0.4
F 1.1 4.6 0.7
F -0.5 -2.6 3.8
F 2.6 -3.1 -3.4
O 1.7 1.8 -4.1
H -1.2 1.7 -1.4
H 0.8 -2.0 -1.2
H 1.6 1.7 1.2
H 1.7 -1.7 1.4
H -0.7 1.6 1.6
H -1.2 0.0 2.1
H 0.4 -2.1 -1.1
H 0.9 0.1 -2.4
H -0.3 -2.0 1.0
H 0.2 -0.1 0.3
H -2.2 1.1 -0.4
H 1.2 1.4 -1.3
H -1.8 -1.5 0.8
H 0.6 -0.3 2.1
C -0.3 1.2 0.3
C -2.1 7.7 2.2
N 2.6 -9.3 -2.6
H 0.1 0.2 0.0
H -0.1 0.1 0.2
H -0.1 0.2 -0.1
C 0.6 0.1 -1.1
C 3.7 0.6 -7.5
N -4.4 -0.8 9.1
H 0.2 -0.1 -0.1
H 0.0 0.1 -0.2
H -0.1 0.0 -0.2
C 0.3 -1.4 0.2
C 2.2 -7.9 1.3
N -2.7 9.5 -1.6
H 0.1 -0.1 0.1
H 0.1 -0.3 -0.3
H -0.1 -0.1 0.2
C -1.1 0.0 -0.6
C -6.5 1.1 -4.8
N 8.0 -1.3 5.9
H -0.5 -0.4 0.0
H -0.1 -0.1 -0.2
H -0.2 0.1 -0.1
C 1.0 0.4 -0.7
C 6.3 2.8 -4.6
N -7.8 -3.3 5.5
H 0.2 0.0 0.0
H 0.1 0.2 0.0
H 0.1 0.0 -0.2
C -1.0 0.1 -0.8
C -6.6 1.1 -4.9
N 8.1 -1.3 5.9
H -0.2 -0.1 0.0
H 0.0 0.0 -0.2
H -0.2 0.1 0.0
C -1.0 0.9 0.1
C -6.2 5.6 0.6
N 7.5 -6.8 -0.7
H -0.2 0.0 0.1
H -0.1 0.1 -0.1
H 0.0 0.2 0.1
C -1.0 -0.8 0.1
C -6.2 -5.5 0.6
N 7.5 6.7 -0.7
H -0.2 0.0 -0.1
H -0.2 0.0 0.2
H 0.0 -0.2 0.0
C -1.0 -0.9 0.2
C -6.1 -5.5 0.6
N 7.4 6.7 -0.8
H -0.2 -0.1 -0.1
H -0.2 0.0 0.2
H 0.0 -0.3 -0.1
C 0.6 0.1 -1.1
C 3.7 0.8 -7.3
N -4.5 -0.6 9.0
H 0.2 -0.1 -0.1
H 0.0 0.2 -0.1
H 0.0 0.0 -0.2
C -0.1 0.2 1.2
C -0.8 1.1 8.1
N 0.9 -1.3 -9.9
H -0.2 0.0 0.2
H 0.1 0.1 0.2
H 0.0 -0.1 0.2
C -0.9 -0.8 0.1
C -6.1 -5.5 0.6
N 8.0 7.2 -0.9
H -0.2 -0.1 -0.1
H -0.2 -0.1 0.1
H -0.1 -0.2 0.0

---

Density functional theory data (ωB97M-V/def2-TZVPD) for a 2-piece molecular cluster, H2S overall.

Values from the calculation:
Energy above the lowest of the compared OMol25 structures with the same formula, charge and spin ... 96.53 kcal/mol
Multiplicity ... 1

Last column: Mulliken charge in e.
Atoms and positions in Å:
S: -0.152 -0.810 -1.082  -0.248
H: 0.910 1.120 0.036  0.101
H: -0.973 -1.257 -0.230  0.147

Forces on the atoms, in the same order (eV/Å):
S 3.0 3.0 -0.8
H -1.5 -2.4 -1.2
H -1.5 -0.5 2.0

---

Density functional theory data (ωB97M-V/def2-TZVPD) for C3H8NO2 as an isolated structure.

Values from the calculation:
Energy above the lowest of the compared OMol25 structures with the same formula, charge and spin ... 54.71 kcal/mol
Multiplicity ... 1
Net charge ... +1

Last column: Mulliken charge in e.
Atoms and positions in Å:
C: -2.012 0.577 0.047  0.223
C: -0.095 1.051 -0.114  -1.093
C: 0.775 -0.018 0.470  0.057
N: 0.374 -1.376 -0.160  -0.241
O: -2.268 -0.573 0.031  -0.469
O: 2.111 0.164 0.252  -0.491
H: -2.640 1.450 0.129  0.382
H: 0.013 1.168 -1.188  0.420
H: -0.018 1.995 0.406  0.424
H: 0.620 -0.139 1.547  0.351
H: 0.686 -1.416 -1.139  0.353
H: 0.832 -2.139 0.352  0.377
H: -0.668 -1.469 -0.117  0.333
H: 2.288 0.726 -0.517  0.375

Forces on the atoms, in the same order (eV/Å):
C 4.6 0.4 -0.3
C -3.8 -0.6 0.3
C -0.3 0.1 -0.1
N -0.1 0.0 0.1
O -0.6 -0.3 0.0
O 0.5 -0.1 -0.1
H -0.6 0.3 0.0
H 0.2 0.1 -0.2
H 0.2 0.1 0.1
H 0.0 -0.1 -0.2
H -0.1 0.0 0.3
H -0.1 0.2 -0.2
H 0.4 0.0 0.0
H -0.1 -0.1 0.1

---

Density functional theory data (ωB97M-V/def2-TZVPD) for a 2-piece molecular cluster, C2H2Cl3I overall.

Values from the calculation:
Energy above the lowest of the compared OMol25 structures with the same formula, charge and spin ... 76.04 kcal/mol
Multiplicity ... 1

Last column: Mulliken charge in e.
Atoms and positions in Å:
C: 0.339 0.191 0.394  -0.808
C: 2.723 -1.772 -2.021  0.299
Cl: 2.161 -3.391 -2.210  -0.113
Cl: 4.229 -1.598 -1.234  -0.087
Cl: 2.479 -0.769 -3.403  -0.106
I: 1.959 0.726 1.523  0.112
H: -0.497 -0.272 0.870  0.351
H: 0.397 0.341 -0.666  0.352

Forces on the atoms, in the same order (eV/Å):
C 0.5 0.2 0.1
C 0.2 -0.3 -0.5
Cl 0.0 0.3 0.2
Cl -0.1 0.1 0.1
Cl 0.0 0.0 0.3
I -0.3 -0.1 -0.2
H -0.2 -0.1 0.2
H 0.0 0.0 -0.2